The following is a quantum chemistry calculation of a 2-piece molecular cluster, C9H14 overall in a non-equilibrium geometry, from the OMol25 dataset.

Each line ends with the natural charge from an NBO analysis.
Positions of all 23 atoms, in Å:
C 1.63947 -3.52201 -0.85130  -0.64
C 0.91909 -2.19087 -0.85045  0.01
C -0.15372 -1.93473 0.01922  -0.25
C -0.75308 -0.69499 -0.05561  -0.18
C -0.57811 0.13390 -1.16756  -0.25
C 0.68209 -0.00696 -1.72159  -0.18
C 1.50535 -1.13671 -1.52333  -0.24
H 1.04556 -4.28521 -1.33034  0.22
H 1.68136 -3.85247 0.19038  0.22
H 2.55462 -3.64010 -1.37123  0.22
H -0.43069 -2.74256 0.68263  0.22
H -1.40101 -0.38754 0.75897  0.21
H -1.07668 1.11062 -1.26895  0.22
H 0.99256 0.58074 -2.64644  0.21
H 2.39157 -1.24217 -2.13165  0.21
C -1.41849 3.49067 1.16755  -0.62
C -0.81440 2.51873 2.17738  -0.62
H -2.47505 3.23340 0.85250  0.20
H -1.39693 4.49138 1.56135  0.21
H -0.92469 3.44612 0.18323  0.20
H -0.00123 2.98277 2.78588  0.21
H -0.39643 1.60545 1.75057  0.21
H -1.59115 2.04256 2.78882  0.21

Results
- ΔE to the lowest compared entry with this formula, charge and spin: 134.6 kJ/mol
- E: -351.278908 hartree
- Frontier orbital gap: 9.967 eV
- HOMO: -9.0 eV



The following is a quantum chemistry calculation of CHCl2NO2 in the gas phase in a non-equilibrium geometry, from the OMol25 dataset.

Each line ends with the Löwdin spin population.
Positions of all 7 atoms, in Å:
C 1.10063 0.69043 0.03270  0.02
N -0.70694 -0.92617 -0.25335  0.86
O 2.02417 1.32526 0.46869  0.05
O 0.42669 -0.22392 0.74806  0.64
Cl -1.81301 0.33910 -0.57396  0.18
Cl -1.53200 -2.16539 0.54069  0.25
H 0.50046 0.96069 -0.96283  0.00

Results
- ΔE to the lowest compared entry with this formula, charge and spin: 234.6 kJ/mol
- E: -1164.054256 hartree
- Frontier orbital gap (spin up / spin down): 7.882 / 6.573 eV
- HOMO (spin up / spin down): -8.2 / -10.5 eV
- Spin multiplicity: 3



Q: Number 1 is which compound?
A: C9H14



Q: Among the records above, which one has the highest ΔE to the lowest compared entry with this formula, charge and spin?
A: CHCl2NO2